71
Properties=species:S:1:pos:R:3:forces:R:3:mulliken_charge:R:1 method="wB97M-V/def2-TZVPD" gap_ev="5.614 / 5.462" total_charge=+2 lumo_energy_ha="-0.302 / -0.307" fmax_ha_per_bohr=0.03060
Te -0.264 0.020 3.265 -0.56 0.64 -0.08 0.4213
Pd -0.169 0.321 0.664 0.16 0.13 0.26 0.8701
As -2.286 -1.202 -0.011 -0.82 -1.05 -0.84 0.7991
O -1.478 2.327 0.638 0.27 -0.31 0.09 0.1314
O 6.669 1.480 -1.534 0.27 -0.07 -0.03 -0.3447
N 1.872 1.202 0.091 -0.10 -0.01 0.27 -0.5128
N 4.302 1.002 -0.126 0.41 -0.13 -0.08 0.0213
C 0.443 -1.914 -0.131 -0.29 0.03 -0.17 0.7523
C -0.180 1.957 4.187 0.13 0.00 -0.29 -0.7214
C -3.695 -5.010 -1.321 0.03 -0.06 0.09 -0.6742
C 5.299 1.911 0.418 0.70 0.61 0.03 -0.5974
C 0.193 -1.147 -1.369 -0.32 -0.06 0.27 1.9345
C -0.722 -2.160 0.658 0.18 0.42 -0.16 0.1178
C 1.666 -2.463 0.283 0.12 -0.10 0.25 -1.3240
C -0.942 3.626 0.911 0.16 0.39 0.26 -0.7722
C 5.686 0.661 -2.101 -0.28 -0.31 0.06 -0.7063
C -0.637 -2.931 1.814 0.09 -0.18 0.17 -0.6185
C -3.325 3.783 0.974 0.06 -0.14 -0.05 -0.7549
C -2.414 0.011 3.445 0.14 -0.20 -0.06 -0.8506
C -4.189 -2.344 -1.912 0.03 0.20 0.03 -0.4371
C 0.699 -0.179 -3.514 0.42 -0.33 0.37 -0.9618
C -2.067 4.338 1.663 0.19 -0.17 -0.18 -0.3646
C 0.586 -3.455 2.207 -0.48 0.14 -0.08 -0.7205
C -4.606 -4.673 -2.305 -0.06 -0.06 -0.06 -0.5583
C 4.864 -0.020 -0.996 0.49 -0.26 -0.65 -0.1006
C -3.017 -4.018 -0.627 0.13 0.08 0.04 -0.1639
C -1.143 -0.685 -1.506 0.28 -0.09 0.46 0.5459
C -3.262 -2.694 -0.942 0.29 0.58 0.40 0.7372
C 6.132 2.501 -0.736 -0.26 0.17 0.39 -0.5289
C 1.728 -3.208 1.448 0.20 0.27 -0.40 -0.9890
C -4.854 -3.343 -2.605 -0.02 0.13 0.03 -0.7105
C -2.815 2.560 0.183 -0.57 -0.18 -0.06 -0.5644
C -0.610 0.266 -3.645 -0.61 0.03 0.29 -0.8432
C 1.103 -0.880 -2.392 0.13 0.11 -0.28 -0.8302
C 3.030 1.128 0.010 -0.94 0.11 0.13 0.5251
C -1.531 0.017 -2.640 -0.10 0.31 -0.29 -1.2678
H 5.016 1.241 -2.752 0.03 0.01 0.02 0.3718
H 0.654 -4.060 3.096 0.00 -0.10 0.10 0.5057
H -2.672 -0.028 4.501 0.15 0.04 0.05 0.5009
H -2.794 2.773 -0.894 0.01 -0.10 0.13 0.3729
H -2.836 -0.857 2.938 0.18 0.07 0.05 0.2662
H -0.013 3.491 1.468 -0.08 0.07 -0.07 0.3894
H -0.799 2.647 3.618 0.00 -0.11 -0.02 -0.1414
H -4.391 -1.298 -2.122 -0.06 -0.10 -0.06 0.3427
H -0.732 4.143 -0.034 0.07 -0.12 0.08 0.3027
H -2.304 -4.285 0.141 0.03 -0.08 0.00 0.2524
H 2.118 -1.244 -2.321 0.06 -0.03 -0.03 0.4910
H -2.803 0.922 2.993 0.15 0.00 -0.03 0.1352
H -1.535 -3.145 2.384 0.06 0.00 0.06 0.5092
H -5.573 -3.084 -3.367 -0.05 0.03 -0.05 0.4105
H -5.137 -5.449 -2.835 -0.02 -0.06 -0.05 0.4019
H -0.916 0.798 -4.534 0.00 0.00 -0.04 0.4720
H -3.394 1.645 0.366 0.16 0.27 -0.10 0.2163
H 5.508 3.178 -1.336 0.02 -0.05 0.01 0.3240
H -0.548 1.882 5.209 -0.04 -0.22 -0.04 0.4341
H 5.528 -0.650 -0.398 -0.08 -0.04 -0.01 0.2610
H -4.084 3.506 1.703 -0.05 0.01 -0.05 0.2999
H 5.962 1.333 1.070 -0.12 0.06 0.02 0.3007
H 4.817 2.700 0.990 -0.02 -0.02 0.02 0.4173
H 4.064 -0.621 -1.421 -0.01 -0.04 0.01 0.0206
H -1.996 5.417 1.582 0.05 0.09 0.01 0.3795
H -3.509 -6.046 -1.084 0.01 -0.11 0.01 0.4137
H -2.062 4.081 2.722 0.04 0.00 0.02 0.0973
H 1.403 0.010 -4.307 0.14 0.02 -0.12 0.4862
H 6.984 3.060 -0.342 -0.18 -0.01 0.03 0.3562
H 2.676 -3.607 1.774 0.11 -0.10 -0.01 0.4785
H 0.846 2.313 4.205 0.07 -0.08 -0.05 0.3817
H -3.752 4.520 0.300 -0.09 -0.03 -0.02 0.3197
H -2.562 0.338 -2.746 0.12 0.05 -0.04 0.4130
H 6.211 -0.084 -2.700 -0.13 0.02 0.04 0.3708
H 2.558 -2.321 -0.313 0.01 0.02 0.02 0.5085